Entry 1:
Computed, not measured: a molecular structure, C32H46ClGeN2O5SeTi in a non-equilibrium geometry, with ωB97M-V/def2-TZVPD.

Energy relative to the best compared isomer or geometry (same formula, charge and spin): 1.742 eV
Gap between HOMO and LUMO (alpha / beta): 7.58 / 5.58 eV
2S+1: 2
Total charge: +2
M: 773.62 g/mol
LUMO level (alpha / beta): -6.7 / -8.8 eV

Cartesian coordinates (Å):
1 Se -2.39697 -0.99181 -0.12916
2 Ge 0.58080 0.84372 -0.73882
3 Ti -0.25241 -0.79835 1.10191
4 Cl 5.18020 -1.82763 3.39120
5 O 0.48976 1.72351 3.99744
6 O -0.30031 0.55684 2.24674
7 O 2.85685 1.60639 5.45530
8 O 4.57625 0.21312 5.45404
9 O -0.28379 -2.83439 1.19672
10 N 2.89596 -1.60034 2.08258
11 N 1.76243 -0.87623 2.00892
12 C 3.43553 -3.40684 -1.10177
13 C 1.72401 5.64790 -0.02085
14 C 3.45585 -3.93146 1.63388
15 C 2.66195 4.47057 0.22365
16 C 0.06633 -3.87373 0.21240
17 C 3.73221 -4.94441 0.72766
18 C -6.73806 3.08281 -1.49504
19 C -3.82004 1.49022 0.30799
20 C 0.09548 1.66043 -3.52277
21 C 3.72310 -4.68460 -0.63835
22 C 3.01399 -0.11483 3.74448
23 C -4.39917 0.11616 -1.71443
24 C 3.17460 -2.66383 1.14909
25 C 0.63785 0.65345 -4.53785
26 C 1.70347 -0.29909 -4.00437
27 C -4.82167 2.34833 -0.04691
28 C -3.59980 0.33574 -0.52578
29 C -0.04950 -3.32124 -1.18412
30 C -5.62831 2.14090 -1.18862
31 C -1.48485 -2.56496 3.33485
32 C -0.58085 1.00298 -2.30222
33 C 0.64644 0.88035 3.17239
34 C 3.66777 -1.16628 3.10094
35 C -0.45722 -3.35815 2.56375
36 C -2.99404 1.78537 1.51747
37 C -4.17233 -1.01882 -2.67104
38 C 3.16011 -2.38422 -0.20440
39 C 2.24248 3.19986 -0.51872
40 C 0.96937 2.58073 0.07497
41 C -5.38162 1.02759 -2.00487
42 C 3.55346 0.58668 4.96516
43 C 1.83810 0.01181 3.01395
44 H -1.65304 -3.07523 4.28443
45 H 0.46719 -4.00007 -1.86240
46 H 3.45049 -4.13424 2.69708
47 H 1.07977 -4.19984 0.44100
48 H -2.91536 0.92247 2.17594
49 H 0.89594 2.33979 -3.21432
50 H 1.29681 -0.98797 -3.25658
51 H 2.07834 3.44430 -1.57252
52 H -7.59637 2.83727 -0.85988
53 H 2.52985 0.24659 -3.54314
54 H 1.08429 2.47841 1.15507
55 H -5.98750 0.88290 -2.89119
56 H -0.20169 0.07248 -4.93285
57 H -3.46264 -0.70856 -3.44294
58 H 3.05864 2.47301 -0.49366
59 H 2.09443 6.55184 0.46080
60 H 2.71597 4.25523 1.29602
61 H -0.79349 -4.38852 2.47280
62 H 2.98618 -1.37521 -0.55285
63 H 0.10295 3.22560 -0.08960
64 H -3.77432 -1.91123 -2.19759
65 H -6.46111 4.11171 -1.26571
66 H -5.10540 -1.27922 -3.16670
67 H -0.64530 2.28372 -4.02806
68 H 1.04995 1.20798 -5.38250
69 H -7.06030 3.01103 -2.53115
70 H 0.43709 -2.34518 -1.28587
71 H -1.98399 2.08139 1.22970
72 H -3.43195 2.60401 2.08405
73 H -1.43371 1.59581 -1.95850
74 H 3.44795 -3.19421 -2.16313
75 H 1.63391 5.85771 -1.08887
76 H 2.11674 -0.90386 -4.81165
77 H -5.01316 3.21737 0.57093
78 H 3.96393 -5.93593 1.09294
79 H 1.94807 0.28260 -1.17535
80 H 3.67300 4.73867 -0.08875
81 H 3.95469 -5.47632 -1.33858
82 H -1.08438 -3.23411 -1.50747
83 H -0.62553 -4.69604 0.38299
84 H 2.01771 1.76469 4.98471
85 H 0.72257 5.46094 0.37314
86 H 0.51925 -3.34654 3.04852
87 H -0.97379 0.01868 -2.57024
88 H -1.16912 -1.55051 3.58856
89 H -2.43699 -2.52770 2.80605

Atoms 1-3, force components in eV/Å:
Se -0.362 -0.109 -0.169
Ge 0.303 0.149 -0.470
Ti 0.643 -0.808 -0.318

=====

Entry 2:
Computed, not measured: 2 unconnected molecules or ions with the total composition C5H13NO in a non-equilibrium geometry, with ωB97M-V/def2-TZVPD.

Energy relative to the best compared isomer or geometry (same formula, charge and spin): 1.674 eV
SMILES: C=CCCCN.O
Gap between HOMO and LUMO: 10.65 eV
2S+1: 1
M: 103.16 g/mol
LUMO level: 0.9 eV

Cartesian coordinates (Å):
1 O -2.54584 3.26657 -1.38124
2 N 0.09204 1.82629 1.04290
3 C -0.24952 -1.27523 0.53388
4 C 1.10852 -1.91512 0.41574
5 C 1.27208 -3.18730 0.05553
6 C -0.40480 -0.12955 -0.49975
7 C 0.49163 1.05768 -0.15321
8 H 1.51790 0.70227 -0.06167
9 H 0.42440 -3.82169 -0.15831
10 H 1.99968 -1.34728 0.66119
11 H -0.12459 -0.49506 -1.48367
12 H 0.72882 2.61779 1.06048
13 H 0.27663 1.42888 1.95962
14 H -2.27215 3.07806 -0.46970
15 H -0.38272 -0.80606 1.51496
16 H -2.15995 2.47350 -1.78409
17 H 0.41082 1.83872 -0.90854
18 H -1.42115 0.25589 -0.37228
19 H 2.22376 -3.51288 -0.33702
20 H -0.98555 -2.05547 0.36518

Atoms 1-3, force components in eV/Å:
O 0.587 -0.867 0.412
N 0.130 0.425 0.326
C 0.788 0.519 -0.095

=====

Entry 3:
Computed, not measured: a molecular structure, C29H23ClN8O4PbS2, with ωB97M-V/def2-TZVPD.

Energy relative to the best compared isomer or geometry (same formula, charge and spin): 0.139 eV
Gap between HOMO and LUMO: 8.09 eV
2S+1: 1
M: 854.34 g/mol
LUMO level: 0.1 eV

Cartesian coordinates (Å):
1 Pb -0.08664 -0.04313 -0.01874
2 Cl -0.65562 0.34035 -6.51160
3 S 0.43960 0.19049 4.95286
4 S 4.99996 0.09420 0.47302
5 O 0.81446 2.25373 -0.80101
6 O 0.40380 4.43204 -4.64580
7 O -0.45602 3.30091 -6.34233
8 O 1.13761 3.89956 -2.27662
9 N 0.11787 -0.12424 -4.00724
10 N 0.47845 0.17870 2.39768
11 N 3.37522 -0.22611 -1.67090
12 N -0.61860 -2.33247 0.72148
13 N -2.69038 -0.34076 0.46843
14 N 2.45225 -0.12709 0.48218
15 N 0.47745 0.48050 -2.85387
16 N -1.68929 0.26292 3.28400
17 C -2.86233 2.72328 -3.47147
18 C 1.96840 0.11615 4.15554
19 C 0.02875 -1.54804 -4.04132
20 C 0.57898 -3.66389 -5.00734
21 C 0.65936 -2.27916 -5.03524
22 C -0.92904 -4.55340 1.05021
23 C -0.07546 0.79056 -4.98125
24 C 4.17669 0.17686 1.98648
25 C 0.15387 2.04684 -4.44972
26 C -3.44806 1.35452 -1.11328
27 C 2.84625 0.05034 1.79559
28 C -2.18312 -3.98813 0.82518
29 C -0.11099 -4.31271 -3.99257
30 C -3.73655 0.78442 -2.35033
31 C -0.67714 -2.18823 -3.03204
32 C -3.76138 0.59786 0.15632
33 C -1.96729 -2.61879 0.63080
34 C 3.47408 -0.09630 -0.32935
35 C -2.54393 3.28617 -2.24397
36 C -2.83704 2.60246 -1.07035
37 C -0.00955 -3.50182 0.97100
38 C 0.49936 1.78261 -3.09839
39 C -0.73742 -3.57138 -3.00015
40 C 0.00656 3.31993 -5.22565
41 C -3.44814 1.46437 -3.52376
42 C -2.94964 -1.60540 0.44774
43 C 0.84135 2.73187 -1.95633
44 C -0.34756 0.20438 3.41296
45 C 1.79909 0.11626 2.81723
46 H -2.05948 4.25347 -2.19969
47 H -0.16213 -5.39314 -3.97813
48 H 4.15880 0.06665 -2.22887
49 H -4.71680 0.07058 0.04853
50 H -3.13946 -4.48881 0.80917
51 H -3.97535 -1.94811 0.27241
52 H -2.07278 0.04241 2.36608
53 H -1.20034 -1.60563 -2.28782
54 H 2.88321 0.06181 4.71964
55 H 4.71629 0.34240 2.90274
56 H -0.70139 -5.58925 1.24414
57 H -3.86103 1.30930 0.98076
58 H 1.22435 -1.77915 -5.80964
59 H -1.28386 -4.05796 -2.20143
60 H 1.07356 -4.23735 -5.78012
61 H -3.68360 1.01852 -4.48210
62 H -2.58609 3.04568 -0.11270
63 H 0.70394 4.27904 -3.68257
64 H 1.06614 -3.55360 1.06650
65 H -2.64585 3.25664 -4.38826
66 H -2.26109 0.04917 4.08157
67 H -4.20005 -0.19598 -2.39302
68 H 2.45889 -0.04176 -2.07197

Atoms 1-3, force components in eV/Å:
Pb 0.060 0.221 -0.370
Cl 0.047 -0.066 0.002
S -0.020 0.000 0.002

=====

Entry 4:
Computed, not measured: 2 unconnected molecules or ions with the total composition CH7N2S in a non-equilibrium geometry, with ωB97M-V/def2-TZVPD.

Energy relative to the best compared isomer or geometry (same formula, charge and spin): 0.131 eV
Gap between HOMO and LUMO: 7.27 eV
2S+1: 1
Total charge: -1
M: 79.15 g/mol
LUMO level: 4.3 eV

Cartesian coordinates (Å):
1 S -0.40004 -1.99482 1.84905
2 N -0.38552 1.23959 0.43914
3 N 0.99771 -0.34728 -0.79599
4 C 0.15399 0.84107 -0.85707
5 H -1.22701 1.80754 0.38727
6 H 0.51332 -1.05300 -0.22049
7 H -0.80747 -3.07071 1.15444
8 H 0.74495 1.65905 -1.26305
9 H -0.67654 0.57262 -1.53029
10 H -0.64716 0.42819 0.98440
11 H 1.73376 -0.08225 -0.14741

Atoms 1-3, force components in eV/Å:
S -0.054 -0.108 0.062
N 0.159 0.585 0.618
N 0.097 0.520 0.653

=====

Entry 5:
Computed, not measured: 5 unconnected molecules or ions with the total composition C40H31F18OP in a non-equilibrium geometry, with ωB97M-V/def2-TZVPD.

SMILES: O=C(CP(CCC(F)(F)C(F)(F)C(F)(F)C(F)(F)F)C(F)(F)C(F)(F)F)c1ccccc1.Fc1ccccc1.Fc1ccccc1.Fc1ccccc1.Fc1ccccc1
Gap between HOMO and LUMO: 9.20 eV
2S+1: 1
M: 900.62 g/mol
LUMO level: 0.1 eV

Cartesian coordinates (Å):
1 P 5.42322 -0.16771 -1.07820
2 F 7.62432 -1.59781 -3.93837
3 F 6.31346 -2.53240 -2.06080
4 F 2.62610 -0.52783 1.97102
5 F 0.10587 1.23043 -3.17910
6 F 2.86864 1.22171 -0.11347
7 F 1.79513 -0.47627 -2.22183
8 F 3.15795 -4.74689 0.56762
9 F -5.97351 -2.33009 1.74671
10 F 5.87096 -0.69353 -4.75990
11 F -6.45314 8.70425 1.12219
12 F -0.19582 2.25553 -1.31247
13 F -5.11403 2.33945 3.68403
14 F 0.94516 1.03498 0.82662
15 F -0.07051 -0.41729 -1.10216
16 F 1.16623 -1.69513 0.89775
17 F 4.56476 -1.69658 -2.98346
18 F 1.75761 2.30256 -2.31610
19 F 7.07358 0.45681 -3.41195
20 O 6.85992 1.71345 1.63392
21 C -6.11223 -3.82363 -0.06499
22 C 6.31659 3.23266 -1.51345
23 C 6.65038 1.73240 0.42462
24 C -0.09934 -4.86840 -0.99038
25 C -6.72184 7.40964 1.38463
26 C 5.77323 -1.35879 -2.47453
27 C 7.01520 0.50566 -0.39889
28 C -4.72337 0.39308 2.41954
29 C 2.16350 -5.10255 -0.28346
30 C 0.13000 -5.79810 -1.99584
31 C -2.29333 1.46858 1.59986
32 C -7.96642 6.90492 1.06611
33 C 6.04158 2.93933 -0.20305
34 C -6.09542 -3.59747 1.29632
35 C 4.69898 4.87075 -0.06379
36 C 1.08522 0.22360 -1.32789
37 C 1.38662 -6.37466 -2.13788
38 C -2.68801 0.21560 1.15206
39 C -3.11354 2.19203 2.45316
40 C -4.31458 1.63911 2.85005
41 C -7.27079 4.76617 1.92109
42 C 1.83015 0.40038 0.01012
43 C -6.19712 -4.62721 2.20910
44 C 2.41826 -6.02224 -1.27952
45 C 5.22125 3.75433 0.50942
46 C 0.69392 1.57287 -2.01513
47 C 4.77655 -1.16928 0.33974
48 C -6.34054 -6.17743 0.37501
49 C -8.23786 5.57080 1.33388
50 C -3.90305 -0.32181 1.55908
51 C 4.99997 5.18076 -1.35825
52 C 2.23987 -0.89868 0.72958
53 C 3.36001 -1.71383 0.09516
54 C 5.79647 4.35602 -2.08988
55 C 0.92595 -4.52190 -0.12242
56 C -6.02705 5.29425 2.23737
57 C -5.74499 6.62509 1.96412
58 C 6.62251 -0.76971 -3.65640
59 C -6.32536 -5.92638 1.74043
60 C -6.23152 -5.12682 -0.52582
61 H 3.22087 -1.89582 -0.96701
62 H -6.43733 -7.19203 0.01220
63 H 1.56462 -7.10045 -2.91970
64 H -2.04742 -0.34461 0.48402
65 H 7.42647 -0.22357 0.29588
66 H -6.03362 -2.98923 -0.74985
67 H -6.17506 -4.41062 3.26894
68 H 4.06552 5.53230 0.50354
69 H -7.48586 3.72701 2.13261
70 H 7.76829 0.67926 -1.16212
71 H -5.27618 4.66775 2.69839
72 H -4.20535 -1.28938 1.20713
73 H -4.77909 7.05426 2.19578
74 H -1.34578 1.88258 1.28460
75 H 5.44732 -2.02510 0.42071
76 H -6.23999 -5.32156 -1.58975
77 H -0.66999 -6.07213 -2.67071
78 H 6.94970 2.57713 -2.09310
79 H -1.07437 -4.41262 -0.88199
80 H 0.77401 -3.81149 0.67234
81 H 3.40616 -6.45262 -1.37829
82 H 4.88761 -0.57610 1.24278
83 H -5.67011 -0.00789 2.75531
84 H 6.05304 4.56522 -3.11633
85 H -6.41383 -6.74378 2.44317
86 H 5.00392 3.49538 1.53525
87 H 3.31649 -2.69390 0.56754
88 H 4.62793 6.07135 -1.84054
89 H -2.82873 3.17382 2.80886
90 H -9.20653 5.15922 1.08379
91 H -8.70845 7.55080 0.61559

Atoms 1-3, force components in eV/Å:
P -0.875 1.794 -0.320
F 0.435 0.344 0.205
F 0.467 -0.234 -0.091